one.
{
  "formula": "C4H11N2S",
  "method": "the ωB97M-V functional and the def2-TZVPD basis",
  "homo_ev": [-9.59, -14.34],
  "orbital_gap_ev": [6.73, 7.19],
  "s2": 2.008,
  "multiplicity": 3,
  "charge": 1,
  "elements": ["C", "C", "C", "C", "N", "N", "S", "H", "H", "H", "H", "H", "H", "H", "H", "H", "H", "H"],
  "coordinates": [[0.22647, -0.46509, -0.17505], [-1.44429, 1.62365, 0.36023], [2.63809, -0.49843, -0.07957], [-1.57592, 0.50077, -0.59948], [0.15941, -1.72358, 0.02630], [1.35384, 0.14068, -0.30912], [-2.92464, -0.48075, -0.28015], [-1.72012, 2.55294, -0.10197], [-2.16723, 1.40593, 1.12943], [-0.47447, 1.69881, 0.86074], [3.49419, 0.07107, -0.32424], [2.68041, -1.59802, -0.40354], [2.68929, -0.51601, 1.06248], [-1.31950, 0.56305, -1.61489], [-0.64539, -2.19314, -0.29929], [0.99294, -2.39755, 0.33268], [1.35342, 1.15324, -0.48186], [-3.31648, 0.16242, 0.89730]]
}


two.
{
  "formula": "C4H11N2S",
  "method": "the ωB97M-V functional and the def2-TZVPD basis",
  "homo_ev": [-9.91, -15.88],
  "orbital_gap_ev": [6.72, 8.94],
  "s2": 2.006,
  "multiplicity": 3,
  "charge": 1,
  "elements": ["C", "C", "C", "C", "N", "N", "S", "H", "H", "H", "H", "H", "H", "H", "H", "H", "H", "H"],
  "coordinates": [[-0.56340, 0.43776, -0.33046], [1.26555, -0.78397, -1.00060], [1.26678, 0.23347, 1.36537], [0.87799, 0.33642, -0.11179], [-1.33661, -0.46529, 0.34403], [-1.05606, 1.38924, -1.02464], [-3.09088, -0.40078, 0.35407], [0.68586, -0.91977, -1.84676], [2.42316, -0.80188, -1.13261], [1.00252, -1.70403, -0.45348], [0.74967, -0.63256, 1.72774], [0.91127, 1.21470, 1.86903], [2.33566, 0.13710, 1.55547], [1.32504, 1.25493, -0.46379], [-0.77052, -1.10230, 0.85906], [-0.60449, 2.15639, -1.49552], [-2.09379, 1.23008, -1.18614], [-3.32775, -1.57954, 0.97102]]
}


Energy comparison, zero being the most stable, in kJ/mol: one 144.4; two 0.0.